No. 1
Below is a molecular structure, C38H32IN2O7PSTl, with properties calculated with ωB97M-V with the def2-TZVPD basis set.

Last column: Löwdin charge in e.
Element x y z (Å)
Tl (-1.4655, 0.1204, -0.2592)  0.71
I (-0.0912, -3.0154, 1.2236)  1.14
C (0.2765, -1.6888, 2.8003)  -0.59
C (-0.5299, -1.8888, 3.8883)  -0.16
C (-0.2730, -1.2376, 5.1070)  -0.08
C (0.8236, -0.4370, 5.2160)  -0.05
C (1.6507, -0.1850, 4.0959)  -0.17
C (2.7885, 0.6463, 4.2609)  -0.05
C (3.5902, 0.9430, 3.2052)  -0.07
C (3.2282, 0.4896, 1.9206)  -0.08
C (2.1305, -0.3017, 1.6967)  -0.29
P (1.5729, -0.4612, -0.0566)  1.05
C (2.5257, -1.8759, -0.7075)  -0.44
C (2.1858, -2.3146, -1.9857)  -0.09
C (2.8703, -3.3675, -2.5718)  -0.07
C (3.8929, -4.0022, -1.8777)  -0.10
C (4.2290, -3.5765, -0.6005)  -0.09
C (3.5512, -2.5133, -0.0182)  -0.10
C (2.4393, 0.9283, -0.8859)  -0.36
C (1.8593, 2.1926, -0.7712)  -0.11
C (2.4150, 3.2830, -1.4216)  -0.08
C (3.5477, 3.1234, -2.2087)  -0.10
C (4.1257, 1.8684, -2.3349)  -0.09
C (3.5762, 0.7763, -1.6756)  -0.09
C (1.3508, -0.7488, 2.8217)  -0.19
H (-1.3684, -2.5662, 3.8093)  0.09
H (-0.9306, -1.4045, 5.9501)  0.11
H (1.0791, 0.0349, 6.1575)  0.11
H (2.9980, 1.0379, 5.2497)  0.11
H (4.4668, 1.5664, 3.3271)  0.10
H (3.8136, 0.8314, 1.0771)  0.10
H (1.3782, -1.8286, -2.5192)  0.09
H (2.5992, -3.6957, -3.5676)  0.10
H (4.4234, -4.8312, -2.3297)  0.10
H (5.0202, -4.0745, -0.0535)  0.10
H (3.8125, -2.1858, 0.9806)  0.10
H (0.9618, 2.3020, -0.1765)  0.07
H (1.9485, 4.2561, -1.3269)  0.10
H (3.9742, 3.9726, -2.7290)  0.10
H (5.0065, 1.7356, -2.9515)  0.10
H (4.0364, -0.1979, -1.7823)  0.10
O (-7.0590, -2.0835, 1.0396)  0.11
C (-7.1207, -1.4355, -0.1077)  -0.51
O (-8.1227, -1.4090, -0.7870)  0.08
C (-5.8947, -0.7127, -0.5399)  -0.04
C (-5.8139, 0.0077, -1.7148)  0.01
N (-4.5886, 0.5479, -1.7648)  0.05
N (-3.8635, 0.2103, -0.7002)  0.02
C (-4.6186, -0.5667, 0.0487)  -0.12
C (-3.9772, -1.1678, 1.2703)  -0.55
O (-4.6998, -1.8132, 2.0487)  0.04
O (-2.7398, -0.9611, 1.4028)  -0.11
H (-6.1479, -1.9936, 1.4714)  0.06
H (-6.5469, 0.1469, -2.4899)  0.14
H (-4.1216, 1.0339, -2.5176)  0.13
O (-2.9792, -1.7845, -3.3157)  0.07
C (-1.9412, -1.4580, -2.7683)  -0.64
O (-1.6489, -1.6713, -1.5162)  -0.19
C (-0.8276, -0.8311, -3.5821)  -0.18
C (-0.1930, -1.6250, -4.5306)  -0.05
C (0.9022, -1.1540, -5.2399)  -0.10
C (1.3698, 0.1315, -4.9956)  -0.09
C (0.7205, 0.9429, -4.0771)  -0.12
C (-0.3945, 0.4836, -3.3751)  -0.60
S (-1.2484, 1.6221, -2.3135)  0.64
H (-0.5682, -2.6276, -4.6996)  0.12
H (1.3920, -1.7884, -5.9684)  0.10
H (2.2376, 0.5092, -5.5226)  0.10
H (1.0742, 1.9487, -3.8888)  0.09
C (-0.0133, 3.1166, 2.5718)  -0.03
C (-1.1403, 2.2482, 2.0040)  -0.71
C (-2.0300, 3.0941, 1.0930)  -0.05
C (-1.9572, 1.6673, 3.1559)  -0.02
O (-0.5037, 1.2158, 1.2722)  -0.34
H (-0.4127, 3.9294, 3.1835)  0.08
H (0.5799, 3.5475, 1.7634)  0.07
H (0.6476, 2.5045, 3.1893)  0.08
H (-2.4651, 3.9355, 1.6385)  0.09
H (-2.8586, 2.4960, 0.6987)  0.06
H (-1.4533, 3.4826, 0.2499)  0.07
H (-2.3533, 2.4654, 3.7914)  0.09
H (-1.3220, 1.0186, 3.7596)  0.07
H (-2.7879, 1.0673, 2.7863)  0.07

Forces on atoms 1 to 6 (eV/Å):
Tl 0.2 0.1 0.1
I 0.0 0.0 0.0
C 0.0 -0.1 0.0
C 0.0 0.0 0.0
C 0.0 0.0 0.0
C 0.0 0.0 0.0

Output
Molar mass   1023.0 g mol⁻¹
Total charge   -1
Energy relative to the best compared isomer or geometry (same formula, charge and spin)   0.0 kJ/mol
Spin multiplicity   1

No. 2
Below is a molecular structure, C38H33AsCdN5, with properties calculated with ωB97M-V with the def2-TZVPD basis set.

Last column: Löwdin charge in e.
Element x y z (Å)
Cd (-0.0763, 0.3247, -0.1626)  1.28
C (3.9348, 5.0615, -3.3373)  -0.05
C (2.8800, 4.3488, -2.5474)  -0.27
C (1.5236, 4.6266, -2.7123)  -0.03
C (0.5690, 3.9531, -1.9851)  -0.03
C (0.9047, 2.9913, -1.0181)  -0.28
N (-0.0733, 2.3931, -0.2266)  -0.12
C (-0.9847, 3.2111, 0.3865)  -0.25
C (-0.7437, 4.5929, 0.5497)  -0.02
C (-1.6435, 5.4394, 1.1468)  -0.03
C (-2.8629, 4.9707, 1.6328)  -0.28
C (-3.8720, 5.8884, 2.2518)  -0.05
C (-3.0924, 3.6122, 1.5516)  0.01
C (-2.1757, 2.7286, 0.9772)  -0.14
N (-2.5125, 1.3571, 1.0529)  -0.11
C (-3.2355, 0.8026, 2.0451)  -0.04
C (-3.5348, -0.4922, 1.6749)  -0.04
C (-2.9386, -0.6506, 0.4295)  -0.18
N (-2.3110, 0.4712, 0.0646)  -0.05
C (2.2736, 2.6930, -0.8798)  -0.14
C (3.2287, 3.3545, -1.6480)  0.02
N (2.7343, 1.7647, 0.0791)  -0.09
C (3.8545, 1.8820, 0.8096)  -0.03
C (3.9585, 0.7591, 1.6031)  -0.03
C (2.8366, -0.0013, 1.2892)  -0.14
N (2.1019, 0.6223, 0.3658)  -0.06
H (3.5482, 5.9716, -3.7887)  0.08
H (4.2895, 4.4185, -4.1419)  0.09
H (4.7963, 5.3124, -2.7202)  0.08
H (1.2122, 5.3877, -3.4137)  0.12
H (-0.4774, 4.1747, -2.1364)  0.13
H (0.1934, 4.9939, 0.1948)  0.11
H (-1.4021, 6.4878, 1.2306)  0.12
H (-3.6850, 6.9198, 1.9647)  0.08
H (-3.8199, 5.8234, 3.3390)  0.08
H (-4.8817, 5.6168, 1.9503)  0.08
H (-4.0303, 3.2267, 1.9238)  0.12
H (-3.4901, 1.3408, 2.9365)  0.13
H (-4.1060, -1.2047, 2.2319)  0.10
H (-2.9781, -1.4925, -0.2409)  0.10
H (4.2703, 3.0876, -1.5387)  0.12
H (4.4946, 2.7364, 0.7330)  0.13
H (4.7300, 0.5315, 2.3079)  0.10
H (2.5450, -0.9673, 1.6677)  0.08
C (4.1625, -4.6980, -0.2250)  -0.07
C (3.6453, -4.2594, 0.9834)  -0.07
C (2.4171, -3.6185, 1.0274)  -0.13
C (1.6868, -3.4193, -0.1404)  -0.37
C (2.2185, -3.8504, -1.3532)  -0.11
C (3.4467, -4.4910, -1.3927)  -0.07
As (0.0356, -2.3497, -0.1363)  1.28
C (-0.9243, -3.1380, 1.3806)  -0.39
C (-0.5429, -2.7475, 2.6622)  -0.14
C (-1.1656, -3.2849, 3.7750)  -0.07
C (-2.1867, -4.2085, 3.6188)  -0.07
C (-2.6096, -4.5568, 2.3472)  -0.07
C (-1.9881, -4.0200, 1.2323)  -0.10
C (-0.8775, -3.0768, -1.6969)  -0.42
C (-1.3713, -2.1910, -2.6488)  -0.14
C (-2.0277, -2.6635, -3.7736)  -0.07
C (-2.1964, -4.0264, -3.9548)  -0.06
C (-1.6895, -4.9180, -3.0212)  -0.06
C (-1.0277, -4.4486, -1.8996)  -0.12
H (5.1246, -5.1897, -0.2523)  0.11
H (4.2045, -4.3938, 1.8971)  0.11
H (2.0280, -3.2799, 1.9838)  0.09
H (1.6676, -3.6761, -2.2739)  0.10
H (3.8522, -4.8122, -2.3397)  0.11
H (0.2409, -2.0000, 2.7875)  0.09
H (-0.8620, -2.9789, 4.7644)  0.11
H (-2.6588, -4.6444, 4.4855)  0.11
H (-3.4299, -5.2459, 2.2197)  0.11
H (-2.3451, -4.2808, 0.2425)  0.09
H (-1.2362, -1.1130, -2.5047)  0.08
H (-2.4043, -1.9685, -4.5079)  0.11
H (-2.7158, -4.3937, -4.8264)  0.11
H (-1.8092, -5.9803, -3.1721)  0.11
H (-0.6158, -5.1497, -1.1782)  0.12

Forces on atoms 1 to 6 (eV/Å):
Cd 0.3 -0.9 -0.2
C 0.1 -0.1 -0.1
C -0.1 -0.1 0.1
C 0.1 0.0 0.1
C 0.1 -0.3 0.0
C 0.5 0.3 -0.1

Output
Molar mass   747.1 g mol⁻¹
Total charge   +1
Energy relative to the best compared isomer or geometry (same formula, charge and spin)   19.2 kJ/mol
Spin multiplicity   1

No. 3
Below is a molecular structure, C38H33BCl3F5InN6O3SSbSi, with properties calculated with ωB97M-V with the def2-TZVPD basis set.

Last column: Löwdin charge in e.
Element x y z (Å)
In (-0.0838, -0.7672, 0.1859)  0.61
O (0.2651, -0.9792, 2.3792)  -0.24
C (-0.5586, -0.8621, 3.3989)  -0.35
C (-0.0325, -0.8267, 4.7112)  -0.02
C (-0.7898, -0.4787, 5.8116)  -0.10
C (-2.1233, -0.1471, 5.6540)  -0.12
C (-2.7459, -0.3186, 4.4134)  -0.03
C (-1.9861, -0.7928, 3.2834)  -0.08
C (-2.6900, -1.2049, 2.0721)  -0.24
N (-2.1801, -1.5070, 0.8515)  0.00
C (-3.2799, -2.0191, 0.1316)  -0.12
C (-4.3942, -1.9663, 0.8830)  -0.08
N (-4.0200, -1.5553, 2.1438)  0.12
H (1.0363, -0.9801, 4.8770)  0.10
H (-0.3222, -0.5696, 6.7901)  0.11
H (-2.7333, 0.0188, 6.5316)  0.09
H (-3.8199, -0.1057, 4.3784)  0.10
H (-3.1866, -2.3560, -0.8865)  0.10
H (-5.3836, -2.2175, 0.6160)  0.11
H (-4.6253, -1.4601, 2.9422)  0.15
F (-3.7907, -5.1352, -6.4335)  0.04
C (-2.9724, -4.4600, -5.5864)  -0.27
C (-2.0947, -3.4822, -6.1331)  0.00
C (-1.2391, -2.8569, -5.2574)  -0.13
C (-1.1777, -3.1571, -3.9218)  -0.37
C (-1.9920, -4.1734, -3.4260)  -0.13
C (-2.9146, -4.8293, -4.2558)  -0.02
Sb (0.1243, -2.1653, -2.5118)  1.38
C (0.4563, -4.1963, -1.5079)  -0.35
C (0.4126, -4.4644, -0.1732)  -0.14
C (1.0060, -5.6450, 0.3699)  0.00
C (1.7748, -6.4357, -0.4683)  -0.26
F (2.3708, -7.5569, 0.0506)  0.03
C (1.8196, -6.2022, -1.8530)  0.01
C (1.1219, -5.0932, -2.3746)  -0.11
C (-0.7211, -0.2785, -3.4494)  -0.37
C (-0.1046, 0.5053, -4.4264)  -0.14
C (-0.6687, 1.6783, -4.9199)  -0.01
C (-1.9192, 2.0358, -4.3838)  -0.30
F (-2.3752, 3.2428, -4.7602)  0.04
C (-2.6270, 1.2153, -3.5313)  -0.02
C (-2.0006, 0.0563, -3.0408)  -0.15
H (-2.1881, -3.2764, -7.2199)  0.13
H (-0.5824, -2.0361, -5.6148)  0.11
H (-1.9782, -4.4851, -2.3992)  0.08
H (-3.5575, -5.6083, -3.8308)  0.12
H (-0.1975, -3.8872, 0.5072)  0.07
H (0.9226, -5.8471, 1.4431)  0.12
H (2.4231, -6.8808, -2.4156)  0.11
H (1.1338, -4.9937, -3.4728)  0.12
H (0.8528, 0.1158, -4.7931)  0.07
H (-0.1497, 2.3046, -5.6756)  0.13
H (-3.6599, 1.3797, -3.2870)  0.11
H (-2.5875, -0.5859, -2.3506)  0.09
O (1.4447, 6.9134, 3.9310)  -0.04
C (2.0669, 6.5165, 5.0986)  -0.25
N (2.4560, 5.1127, 4.9049)  0.09
C (2.8983, 4.6379, 3.6998)  -0.38
O (3.0096, 5.2783, 2.6286)  0.05
C (3.2485, 3.2314, 3.6643)  -0.12
C (3.2340, 2.4428, 4.8052)  0.03
C (3.2572, 1.0768, 4.6435)  -0.03
C (3.3289, 0.5205, 3.3835)  -0.08
N (3.6106, 1.3301, 2.2863)  -0.17
C (3.5670, 2.7100, 2.4279)  -0.01
H (2.0116, 6.5213, 3.1997)  0.07
H (1.4263, 6.5271, 6.0142)  0.14
H (2.9978, 7.0408, 5.3109)  0.12
H (2.7720, 4.6509, 5.7505)  0.13
H (3.1643, 2.8564, 5.7717)  0.10
H (3.3651, 0.3994, 5.4763)  0.12
H (3.1082, -0.5476, 3.1682)  0.10
H (3.8669, 3.3340, 1.5927)  0.11
Cl (5.3800, 1.7415, -0.2029)  0.10
Si (3.7650, 0.5321, 0.5738)  -0.07
Cl (2.8631, -0.4544, -3.1216)  0.52
Cl (4.7779, -1.2785, 1.1370)  0.13
F (3.1704, -3.1616, -3.2292)  0.07
B (2.4011, -2.1406, -3.7497)  -1.30
F (2.1234, -2.2394, -5.0831)  0.09
C (-2.0193, 4.7887, -0.0390)  -0.03
N (-1.0381, 4.1758, -0.9358)  -0.12
C (-0.6091, 4.7289, -2.1576)  -0.03
C (0.5394, 4.0754, -2.4960)  -0.04
N (0.6796, 3.0159, -1.5757)  0.10
C (-0.3033, 3.0493, -0.6568)  -0.75
S (-0.5221, 1.9782, 0.6380)  0.60
H (-3.0040, 4.3528, -0.2604)  0.09
H (-2.1215, 5.8894, -0.2473)  0.11
H (-1.7621, 4.5667, 0.9966)  0.07
H (-1.0791, 5.6211, -2.4874)  0.12
H (1.2331, 4.1680, -3.3204)  0.12
H (1.4253, 2.3316, -1.6054)  0.14

Forces on atoms 1 to 6 (eV/Å):
In 0.0 -0.2 0.3
O -0.4 0.0 -0.5
C -0.2 0.0 -0.4
C 0.4 0.5 0.3
C 0.5 -0.6 -0.4
C -1.1 -0.6 -0.3

Output
Molar mass   1130.6 g mol⁻¹
Total charge   0
Energy relative to the best compared isomer or geometry (same formula, charge and spin)   211.3 kJ/mol
Spin multiplicity   1

- Which value of molar mass does entry 3 give?
  1130.6 g mol⁻¹

- Look up the molar mass of the first one.
  1023.0 g mol⁻¹